Below is 5 unconnected molecules or ions with the total composition C5H24N3O4 in a non-equilibrium geometry, with properties calculated with ωB97M-V with the def2-TZVPD basis set.

Summary:
- Gap between HOMO and LUMO: 8.168 eV
- Maximum force: 5.02 eV Å⁻¹
- HOMO level: -11.20 eV
- ΔE to the lowest compared entry with this formula, charge and spin: 305.1 kJ/mol
- Charge: +1

Positions of all 36 atoms, in Å:
N 0.865 -0.364 -1.138
C 1.533 -0.503 0.217
C 3.071 -0.681 -0.044
C 0.845 -1.741 0.855
N -0.521 -1.293 1.391
C -1.675 -1.875 0.743
C -2.812 -0.876 0.526
N -2.308 0.373 0.021
H 1.112 0.453 -1.633
H -0.230 -0.309 -0.941
H 1.102 -0.997 -1.943
H 1.276 0.449 0.746
H 3.556 -1.001 -1.000
H 3.614 -1.579 0.379
H 3.818 0.111 0.471
H 0.937 -2.511 0.117
H 1.546 -2.040 1.789
H -0.558 -0.437 1.876
H -1.975 -2.805 1.469
H -1.534 -2.153 -0.321
H -3.385 -0.703 1.545
H -3.582 -1.321 -0.059
H -3.173 0.838 -0.414
H -1.831 0.955 0.637
H 1.046 2.822 -2.619
H -0.189 2.544 -1.726
O 0.654 2.215 -1.992
H 1.847 2.483 1.074
H 0.501 2.726 0.389
O 0.938 2.225 1.006
H -0.356 0.285 -3.828
H -1.659 0.266 -2.938
O -0.815 -0.144 -3.054
H -0.827 1.309 3.560
H -0.025 1.868 2.303
O -0.804 1.409 2.535


Below is 8 unconnected molecules or ions with the total composition C5H24O7 in a non-equilibrium geometry, with properties calculated with ωB97M-V with the def2-TZVPD basis set.

Summary:
- Gap between HOMO and LUMO: 9.558 eV
- Maximum force: 3.24 eV Å⁻¹
- HOMO level: -9.28 eV
- ΔE to the lowest compared entry with this formula, charge and spin: 85.9 kJ/mol
- Charge: 0

Positions of all 36 atoms, in Å:
C 1.312 -2.841 0.052
C 0.288 -2.032 -0.644
C 0.391 -1.301 -1.773
C -0.846 -0.695 -2.452
C 1.656 -1.305 -2.554
H 2.202 -3.008 -0.595
H 1.630 -2.259 0.932
H 0.953 -3.831 0.237
H -0.734 -2.064 -0.275
H -0.624 0.383 -2.591
H -1.717 -0.640 -1.793
H -1.012 -1.308 -3.320
H 2.223 -2.206 -2.327
H 2.210 -0.384 -2.660
H 1.332 -1.438 -3.660
O -1.622 2.185 1.134
H -0.722 1.897 0.933
H -1.957 2.081 2.042
O 2.995 0.040 0.712
H 3.904 -0.175 0.945
H 2.640 -0.775 0.338
O 1.015 2.247 0.275
H 1.220 3.077 -0.177
H 1.056 1.537 -0.375
O -2.277 -0.693 2.787
H -1.848 -0.483 1.920
H -1.437 -0.935 3.200
O -0.711 3.345 -1.639
H -0.734 3.537 -0.692
H -1.228 2.536 -1.684
O -2.370 -0.024 0.263
H -3.187 -0.255 0.731
H -2.530 0.869 -0.111
O 0.410 -0.311 2.588
H 1.154 0.049 2.073
H 0.624 -1.224 2.318


Below is 6 unconnected molecules or ions with the total composition C5H25N2O6 in a non-equilibrium geometry, with properties calculated with ωB97M-V with the def2-TZVPD basis set.

Summary:
- Gap between HOMO and LUMO: 9.575 eV
- Maximum force: 7.51 eV Å⁻¹
- HOMO level: -12.37 eV
- ΔE to the lowest compared entry with this formula, charge and spin: 424.3 kJ/mol
- Charge: +1

Positions of all 38 atoms, in Å:
N -1.365 -1.348 -0.063
C -0.524 -0.046 0.100
C -0.300 0.808 -1.177
C 0.747 0.185 -2.103
O -1.530 1.130 -1.791
C 0.716 -0.424 0.914
N 0.174 -0.885 2.156
C 1.104 -1.669 2.975
H -1.042 -2.014 0.479
H -1.044 -1.725 -1.009
H -2.316 -1.139 0.120
H -1.062 0.604 0.901
H 0.133 1.766 -0.713
H 0.610 -0.917 -2.192
H 1.805 0.162 -1.757
H 0.750 0.672 -3.172
H -1.420 0.644 -2.712
H 1.382 0.445 0.970
H 1.457 -1.195 0.482
H -0.212 -0.175 2.772
H 1.266 -2.607 2.371
H 2.069 -1.295 3.245
H 0.423 -2.022 3.942
H -2.060 3.066 2.344
H -2.118 2.484 0.848
O -1.677 2.378 1.820
H 3.622 2.327 -0.564
H 2.190 2.571 -0.616
O 2.887 2.275 -1.152
H -2.289 -2.456 -3.556
H -2.006 -3.388 -2.480
O -1.896 -2.445 -2.605
H 2.064 4.311 0.800
H 0.806 3.746 0.136
O 1.523 3.462 0.559
H -0.279 -3.523 1.491
H 0.124 -4.462 0.133
O 0.073 -3.472 0.523


Below is 7 unconnected molecules or ions with the total composition C5H25N2O6S in a non-equilibrium geometry, with properties calculated with ωB97M-V with the def2-TZVPD basis set.

Summary:
- Gap between HOMO and LUMO: 6.573 eV
- Maximum force: 3.81 eV Å⁻¹
- HOMO level: -3.66 eV
- ΔE to the lowest compared entry with this formula, charge and spin: 170.7 kJ/mol
- Charge: -1

Positions of all 39 atoms, in Å:
C 0.450 1.608 1.413
C 1.638 0.693 1.565
S 1.635 -0.899 2.528
C -0.803 0.987 0.685
N -0.579 0.885 -0.776
C -1.756 1.088 -1.628
C -2.294 -0.264 -2.220
N -2.447 -1.222 -1.129
H 0.046 1.792 2.431
H 0.794 2.575 1.033
H 2.430 1.294 2.024
H 1.898 0.417 0.510
H -0.676 0.063 1.150
H -1.706 1.578 0.877
H -0.075 -0.013 -1.040
H -2.579 1.729 -1.291
H -1.261 1.501 -2.538
H -1.715 -0.701 -3.091
H -3.348 -0.016 -2.468
H -1.780 -1.033 -0.393
H -2.436 -2.165 -1.466
H 2.413 1.995 -1.412
H 2.869 0.662 -1.856
O 3.169 1.371 -1.275
H -2.515 -0.223 2.142
H -3.658 0.523 1.423
O -3.248 0.401 2.297
H 1.442 -2.325 0.439
H 0.018 -2.097 0.275
O 0.804 -2.170 -0.285
H 0.638 2.529 -1.262
H 0.728 3.613 -2.612
O 1.009 2.879 -2.078
H -0.903 -2.782 2.455
H -0.365 -1.485 1.946
O -1.089 -2.184 1.725
H 1.566 -2.543 -3.015
H 1.321 -1.607 -1.797
O 1.819 -1.694 -2.653


Below is 8 unconnected molecules or ions with the total composition C5H25NO7 in a non-equilibrium geometry, with properties calculated with ωB97M-V with the def2-TZVPD basis set.

Summary:
- Gap between HOMO and LUMO: 10.108 eV
- Maximum force: 10.23 eV Å⁻¹
- HOMO level: -9.88 eV
- ΔE to the lowest compared entry with this formula, charge and spin: 385.6 kJ/mol
- Charge: 0

Positions of all 38 atoms, in Å:
C 1.519 -0.275 -1.090
N 0.973 0.899 -0.897
C 1.627 2.019 -0.161
C 0.580 2.290 0.850
C 0.461 1.258 2.165
C 1.958 1.054 2.477
H 0.702 -1.091 -1.413
H 2.454 -0.466 -1.015
H 2.663 1.927 0.227
H 1.738 2.723 -0.894
H -0.352 2.372 0.206
H 0.725 3.170 1.459
H -0.182 0.447 1.790
H 0.015 1.774 3.000
H 2.364 0.182 1.981
H 2.757 1.802 2.199
H 1.965 0.780 3.529
O -2.638 0.648 0.207
H -2.206 1.505 0.269
H -2.318 0.202 -0.588
O -1.778 -0.979 2.624
H -1.570 -0.435 1.924
H -2.236 -1.713 2.272
O 0.644 -1.627 0.787
H 0.410 -1.419 1.695
H -0.085 -1.784 0.213
O 0.391 -3.089 -2.635
H -0.188 -3.189 -1.824
H 1.163 -3.398 -2.250
O -0.442 1.702 -2.777
H -0.339 1.293 -1.818
H 0.036 2.470 -2.701
O -1.585 -0.961 -2.757
H -1.583 -1.372 -3.615
H -0.844 -0.396 -2.833
O -2.108 -2.607 0.117
H -2.222 -2.255 -0.843
H -2.469 -3.462 0.122


Below is 8 unconnected molecules or ions with the total composition C5H25NO9 in a non-equilibrium geometry, with properties calculated with ωB97M-V with the def2-TZVPD basis set.

Summary:
- Gap between HOMO and LUMO: 9.476 eV
- Maximum force: 7.89 eV Å⁻¹
- HOMO level: -9.29 eV
- ΔE to the lowest compared entry with this formula, charge and spin: 229.6 kJ/mol
- Charge: 0

Positions of all 40 atoms, in Å:
C 2.828 -0.692 -1.496
C 1.987 -0.730 -0.197
N 2.372 0.349 0.687
C 0.412 -0.454 -0.481
C -0.307 -1.623 -1.123
C -1.816 -1.578 -0.817
O -2.267 -0.855 0.061
O -2.664 -2.295 -1.650
H 2.880 0.276 -1.875
H 3.880 -0.974 -1.451
H 2.171 -1.305 -2.109
H 2.142 -1.746 0.257
H 3.243 0.795 0.430
H 1.709 1.078 0.657
H -0.211 -0.199 0.447
H 0.256 0.525 -1.007
H 0.218 -2.488 -0.838
H -0.276 -1.644 -2.259
H -3.543 -2.149 -1.542
O 2.366 -4.346 0.569
H 1.476 -4.695 0.466
H 2.297 -3.555 1.174
O 0.400 3.620 0.990
H 0.108 4.421 0.888
H -0.163 3.087 0.344
O 0.661 -3.120 2.267
H -0.110 -2.602 1.992
H 0.893 -2.716 3.139
O -0.415 2.011 2.642
H -0.060 2.922 2.450
H 0.214 1.311 2.368
O -2.007 1.433 -2.673
H -2.226 1.144 -1.700
H -2.064 0.658 -3.244
O -2.810 2.140 1.281
H -2.220 2.201 2.093
H -3.712 2.192 1.601
O -1.745 3.533 -0.774
H -2.173 3.020 -0.019
H -1.724 3.053 -1.548


Below is 8 unconnected molecules or ions with the total composition C5H26N2O8 in a non-equilibrium geometry, with properties calculated with ωB97M-V with the def2-TZVPD basis set.

Summary:
- Gap between HOMO and LUMO: 9.671 eV
- Maximum force: 1.66 eV Å⁻¹
- HOMO level: -9.34 eV
- ΔE to the lowest compared entry with this formula, charge and spin: 48.5 kJ/mol
- Charge: 0

Positions of all 41 atoms, in Å:
C 3.042 1.974 0.278
C 2.953 0.644 -0.437
C 1.950 0.647 -1.611
C 0.610 1.266 -1.244
N -0.089 0.426 -0.270
C -0.274 1.323 -2.521
N -1.391 2.079 -2.337
O -0.011 0.687 -3.514
H 2.959 2.770 -0.470
H 2.207 2.223 0.947
H 3.912 2.164 0.906
H 2.850 -0.204 0.242
H 3.931 0.362 -0.840
H 1.757 -0.404 -1.824
H 2.394 1.194 -2.437
H 0.697 2.232 -0.748
H -0.083 -0.520 -0.545
H -1.042 0.643 -0.009
H -2.238 2.062 -2.865
H -1.465 2.585 -1.470
O -2.363 -1.174 0.666
H -2.587 -1.525 -0.212
H -3.146 -0.792 1.062
O -1.899 -1.543 -2.049
H -1.013 -1.891 -2.251
H -1.865 -0.761 -2.615
O -2.944 1.627 1.944
H -3.405 1.127 2.602
H -2.284 1.984 2.544
O -1.814 -0.630 3.468
H -1.369 -1.075 4.197
H -1.137 -0.622 2.783
O 0.259 -3.163 -1.145
H 1.187 -3.340 -0.993
H -0.239 -3.304 -0.316
O 1.033 -0.544 2.196
H 0.748 -0.032 1.411
H 1.624 0.068 2.648
O -0.300 -3.174 1.629
H 0.099 -2.301 1.552
H -1.258 -3.086 1.645


Below is 9 unconnected molecules or ions with the total composition C5H26NO10 in a non-equilibrium geometry, with properties calculated with ωB97M-V with the def2-TZVPD basis set.

Summary:
- Gap between HOMO and LUMO: 9.180 eV
- Maximum force: 1.20 eV Å⁻¹
- HOMO level: -6.38 eV
- ΔE to the lowest compared entry with this formula, charge and spin: 118.2 kJ/mol
- Charge: -1

Positions of all 42 atoms, in Å:
C -0.768 0.714 2.566
N -0.481 -0.061 1.504
C -0.827 0.403 0.165
C -0.045 1.591 -0.346
C 0.507 -1.145 1.659
C 1.938 -0.741 2.077
O 2.911 -1.375 1.314
O -1.438 1.748 2.487
H -0.405 0.370 3.550
H -1.878 0.645 0.155
H -0.710 -0.448 -0.514
H -0.418 1.904 -1.330
H 1.002 1.352 -0.508
H -0.098 2.454 0.321
H 0.091 -1.875 2.366
H 0.612 -1.661 0.693
H 2.121 -1.027 3.119
H 2.069 0.353 1.992
H 2.990 -1.063 0.293
H 3.861 -0.989 -1.402
O 3.040 -0.595 -1.077
H -2.526 -1.015 -3.489
H -3.228 0.252 -2.834
O -3.395 -0.628 -3.201
H -0.193 -2.103 -3.128
H -1.598 -2.798 -2.922
O -1.117 -2.163 -3.478
H 3.435 1.022 -1.067
H 3.298 2.283 -0.150
O 3.620 2.004 -1.013
H -2.469 2.358 1.146
H -3.927 2.789 1.069
O -3.181 2.580 0.498
H -2.678 -2.111 -0.647
H -3.510 -1.837 -1.916
O -3.240 -2.554 -1.286
H 1.995 -1.437 -1.801
H 1.534 -2.950 -1.797
O 1.318 -2.115 -2.232
H 1.266 2.093 1.924
H 0.389 3.124 2.711
O 1.272 2.777 2.604


Below is 8 unconnected molecules or ions with the total composition C5H26NO8S in a non-equilibrium geometry, with properties calculated with ωB97M-V with the def2-TZVPD basis set.

Summary:
- Gap between HOMO and LUMO: 7.795 eV
- Maximum force: 2.64 eV Å⁻¹
- HOMO level: -5.31 eV
- ΔE to the lowest compared entry with this formula, charge and spin: 140.9 kJ/mol
- Charge: -1

Positions of all 41 atoms, in Å:
C 0.093 -1.362 2.387
N -0.785 -0.920 1.294
C -0.309 -1.195 -0.084
C -1.425 -0.962 -1.083
C -2.031 0.460 -1.210
S -1.010 1.808 -1.996
C 0.142 -2.646 -0.222
O -0.644 -3.664 0.328
H -0.512 -1.264 3.290
H 0.916 -0.658 2.451
H 0.339 -2.427 2.293
H -1.683 -1.404 1.355
H 0.483 -0.464 -0.260
H -1.067 -1.132 -2.103
H -2.243 -1.642 -0.809
H -2.259 0.855 -0.223
H -2.895 0.431 -1.873
H 0.163 1.646 -1.323
H 1.149 -2.907 0.157
H 0.348 -2.874 -1.303
H -3.961 -1.618 1.147
H -3.522 -0.217 1.464
O -4.339 -0.741 1.474
H -0.027 1.677 1.379
H 0.002 2.943 0.449
O 0.422 2.536 1.255
H 2.255 0.135 -2.460
H 3.500 0.325 -1.413
O 2.878 0.778 -2.014
H -1.572 -3.310 0.757
H -3.074 -3.256 1.844
O -2.916 -2.848 0.970
H 3.528 -0.409 0.600
H 3.941 1.080 0.606
O 4.214 0.191 0.284
H 3.365 3.307 0.924
H 2.055 2.469 1.231
O 3.034 2.412 1.269
H 1.723 3.659 -1.885
H 2.365 2.433 -1.488
O 2.043 3.260 -1.043


Below is 7 unconnected molecules or ions with the total composition C5H27N2O7 in a non-equilibrium geometry, with properties calculated with ωB97M-V with the def2-TZVPD basis set.

Summary:
- Gap between HOMO and LUMO: 9.693 eV
- Maximum force: 2.80 eV Å⁻¹
- HOMO level: -12.11 eV
- ΔE to the lowest compared entry with this formula, charge and spin: 298.1 kJ/mol
- Charge: +1

Positions of all 41 atoms, in Å:
N 0.253 2.961 -0.912
C -0.163 3.323 0.467
C -0.491 2.087 1.336
N -0.542 0.883 0.484
C -0.223 -1.403 1.328
C 0.466 -0.177 0.702
C 1.160 -0.357 -0.678
O 2.119 0.689 -0.722
H -0.540 2.435 -1.293
H 1.071 2.293 -0.937
H 0.551 3.690 -1.607
H -1.118 3.897 0.509
H 0.544 3.964 1.004
H 0.315 1.847 2.106
H -1.307 2.242 2.074
H -1.424 0.530 0.174
H -1.001 -1.135 2.039
H 0.542 -2.088 1.616
H -0.874 -1.915 0.606
H 1.279 0.143 1.417
H 1.562 -1.352 -0.839
H 0.416 -0.074 -1.477
H 2.910 0.544 -1.247
H -2.179 -0.606 -4.164
H -1.791 -0.842 -2.655
O -2.073 -0.161 -3.317
H -2.258 -3.296 -2.483
H -0.935 -2.881 -1.623
O -1.534 -2.688 -2.341
H 1.089 -1.775 3.963
H 0.349 -2.815 4.821
O 0.625 -1.890 4.804
H 0.135 2.280 -4.006
H -0.611 0.998 -3.490
O -0.104 1.788 -3.217
H -3.269 -0.678 1.967
H -4.381 -1.211 0.884
O -3.511 -0.842 1.057
H 4.795 -2.782 0.470
H 5.466 -3.034 1.770
O 4.684 -2.592 1.412


Below is 10 unconnected molecules or ions with the total composition C5H27NO11 in a non-equilibrium geometry, with properties calculated with ωB97M-V with the def2-TZVPD basis set.

Summary:
- Gap between HOMO and LUMO: 8.446 eV
- Maximum force: 2.38 eV Å⁻¹
- HOMO level: -8.29 eV
- ΔE to the lowest compared entry with this formula, charge and spin: 155.7 kJ/mol
- Charge: 0

Positions of all 44 atoms, in Å:
N 3.338 -0.476 -1.392
C 2.938 0.495 -0.434
C 1.760 1.117 -0.581
C 1.098 1.969 0.510
C -0.133 1.189 0.879
C -1.376 1.666 0.908
O -2.528 0.927 0.863
O -1.665 2.972 0.629
H 2.856 -0.424 -2.282
H 4.333 -0.372 -1.553
H 3.627 0.670 0.377
H 1.034 0.853 -1.326
H 1.765 2.166 1.346
H 0.878 2.912 -0.004
H 0.041 0.134 1.057
H -2.455 0.370 1.696
H -2.619 3.059 0.567
O -0.036 2.410 4.812
H 0.592 3.070 4.506
H -0.899 2.785 4.595
O -2.092 -1.546 -0.792
H -2.276 -0.721 -0.309
H -1.907 -2.179 -0.042
O 1.322 2.288 -5.131
H 0.498 2.530 -5.575
H 0.943 1.555 -4.602
O -1.022 -2.436 -3.251
H -1.327 -1.954 -2.453
H -0.692 -3.269 -2.903
O 0.955 -2.394 -0.526
H 1.735 -2.882 -0.830
H 1.240 -1.468 -0.493
O 0.114 -0.184 -4.336
H -0.264 -0.890 -4.869
H -0.438 -0.043 -3.562
O -0.181 -0.905 4.147
H 0.058 -0.241 4.815
H 0.473 -0.873 3.446
O -2.581 -0.403 3.143
H -2.745 -1.247 2.711
H -1.701 -0.436 3.597
O -1.140 -3.056 1.140
H -1.312 -3.852 0.620
H -0.207 -2.885 0.881


Below is 8 unconnected molecules or ions with the total composition C5H27NO8 in a non-equilibrium geometry, with properties calculated with ωB97M-V with the def2-TZVPD basis set.

Summary:
- Gap between HOMO and LUMO (alpha / beta): 10.529 / 5.620 eV
- Maximum force: 3.49 eV Å⁻¹
- HOMO level (alpha / beta): -13.50 / -13.50 eV
- ΔE to the lowest compared entry with this formula, charge and spin: 0.0 kJ/mol
- Charge: +1
- 2S+1: 2
- ⟨S²⟩: 0.754

Positions of all 41 atoms, in Å:
C 2.607 -2.055 -0.627
N 1.361 -1.660 0.021
C 0.268 -1.568 -0.916
C 0.510 -0.552 2.032
C 1.518 -0.480 0.874
C 1.383 0.828 0.055
O 1.540 1.957 0.892
H 2.912 -1.258 -1.302
H 2.449 -2.977 -1.196
H 3.373 -2.255 0.124
H -0.613 -1.211 -0.431
H 0.575 -0.951 -1.779
H 0.027 -2.560 -1.267
H 0.733 -1.393 2.702
H -0.478 -0.747 1.679
H 0.506 0.373 2.615
H 2.514 -0.544 1.330
H 0.408 0.959 -0.427
H 2.134 0.855 -0.716
H 2.253 1.829 1.536
H -0.191 1.330 -3.000
H 0.742 1.092 -4.207
O 0.731 1.043 -3.234
H -1.904 -2.897 1.584
H -2.629 -1.509 1.266
O -2.715 -2.330 1.777
H -0.147 2.379 1.229
H -1.332 3.106 2.109
O -1.112 2.615 1.237
H 0.368 -3.207 1.028
H 0.087 -4.098 2.259
O -0.261 -3.812 1.367
H -1.467 3.592 -0.266
H -0.866 4.495 -1.407
O -1.663 3.981 -1.130
H -2.027 1.216 0.539
H -3.453 0.734 0.100
O -2.473 0.516 0.011
H -1.994 1.040 -1.747
H -1.873 2.516 -2.158
O -1.801 1.608 -2.561